No. 1
94
Properties=species:S:1:pos:R:3:forces:R:3 method="wB97M-V/def2-TZVPD" fmax_ev_per_a=2.73 gap_ev=6.457 e_tot_ev=-96421.495 charge=0 multiplicity=1 e_homo_ev=-7.76 lumo_energy_ev=-1.304
C -1.648987 2.713321 1.093445 -0.09 -0.64 0.96
C -2.892458 2.172194 0.433972 0.06 0.66 -0.60
C -4.159836 2.425288 1.208173 0.76 1.59 -0.58
N -2.920404 1.543309 -0.706563 -1.22 -1.52 1.91
C -2.275967 0.282612 -0.637658 0.32 1.57 -1.06
C -0.923065 0.140005 -0.812821 1.48 0.31 -0.35
C -0.296739 -1.082753 -0.685562 0.55 0.72 -0.15
C -1.001175 -2.210516 -0.417150 1.54 -1.69 0.34
B -0.229064 -3.607708 -0.315977 -0.20 -0.06 -0.41
N -0.395653 -4.553712 -1.423544 0.24 -0.14 0.27
O 0.519499 -3.892217 0.790330 -0.63 0.10 -0.01
C -2.353282 -2.097975 -0.260902 -1.63 -0.45 -0.23
C -3.141087 -3.353569 0.060598 -0.27 0.49 0.67
O -3.972513 -3.726792 -1.015951 0.34 -0.05 0.08
O -4.637908 -4.910129 -0.612966 0.10 -0.65 -0.07
C -3.033164 -0.879995 -0.376255 -0.22 0.82 0.62
P -4.864718 -0.904520 -0.186557 -0.76 -1.14 -1.06
C -5.704505 0.474098 -1.064480 -0.29 -0.08 0.39
C -5.358376 -0.997215 1.602196 0.55 -0.06 -0.19
C 1.169041 -0.923911 -0.877184 -0.77 -0.63 0.57
O 2.023593 -1.790111 -0.862612 -0.40 0.84 -0.29
N 1.371666 0.455313 -1.043223 1.43 -0.02 -1.30
P 2.779822 0.923362 -1.926218 1.27 1.59 0.13
S 3.150134 2.811098 -2.020272 -0.21 0.04 -0.03
C 0.137687 1.167393 -1.157541 -1.97 0.23 0.33
O -0.057513 2.311355 -1.469349 0.87 -0.87 0.08
H -1.116426 3.421644 0.461952 -0.06 -0.22 -0.30
H -1.915483 3.232916 2.010211 0.12 -0.02 0.03
H -0.951819 1.930517 1.408839 0.14 0.02 -0.23
H -4.971903 2.745993 0.564736 -0.22 -0.36 0.02
H -4.369982 1.515457 1.766053 -0.23 -0.10 -0.12
H -3.981224 3.211541 1.937930 -0.26 -0.08 0.10
H 0.480465 -4.731113 -1.908171 -0.06 0.10 -0.13
H -0.687973 -5.462908 -1.072991 0.03 -0.03 -0.05
H 0.324515 -3.208428 1.442390 0.43 -0.05 0.23
H -2.502427 -4.179780 0.390226 0.06 -0.04 -0.28
H -3.772483 -3.096809 0.926144 -0.05 -0.26 0.02
H -5.175454 -4.675056 0.160624 -0.08 0.43 -0.17
H -5.154052 0.716281 -1.969116 0.19 0.18 0.16
H -6.663103 0.066227 -1.395655 0.06 -0.17 0.09
H -5.934591 1.348165 -0.464864 0.29 0.18 -0.14
H -5.581716 -2.045548 1.806873 -0.04 0.03 -0.02
H -4.573816 -0.706868 2.301675 -0.21 0.35 0.08
H -6.285929 -0.444875 1.746945 0.17 0.25 0.10
H 2.777219 0.349150 -3.214894 -0.47 -0.48 0.40
H 3.852197 0.306960 -1.256609 -0.59 -0.53 0.00
C 0.705940 5.186852 2.859247 0.03 0.11 -0.05
O 0.124568 4.198183 3.294969 0.01 0.06 -0.04
N 1.984534 5.501417 3.196830 0.10 -0.04 0.26
N 0.115074 6.066005 1.998139 -0.26 0.03 -0.02
H 2.465685 6.308777 2.841339 -0.03 -0.09 -0.25
H 2.458782 4.880235 3.823915 -0.02 -0.02 0.00
H -0.829122 5.874538 1.723267 -0.02 0.01 0.05
H 0.581120 6.878967 1.634879 0.20 -0.14 -0.09
C -0.683982 -1.465471 -4.993499 -0.12 -0.22 0.09
O -0.503223 -1.595344 -6.189782 0.04 0.05 0.02
N -1.161435 -2.473005 -4.202099 0.09 0.12 -0.04
N -0.420380 -0.290382 -4.334670 0.26 0.11 0.07
H -1.317636 -2.385317 -3.213652 -0.02 -0.07 -0.01
H -1.365864 -3.347008 -4.648538 -0.02 -0.02 0.03
H -0.068800 0.473969 -4.880851 -0.07 0.02 -0.02
H -0.565321 -0.165745 -3.350193 -0.21 -0.02 -0.05
C 3.148466 7.228338 -0.485840 -0.04 -0.08 -0.19
O 2.716535 7.148870 0.656922 0.00 0.17 0.19
N 2.578209 6.551294 -1.517976 -0.14 0.03 0.03
N 4.225411 8.000243 -0.809825 0.02 0.05 0.14
H 2.906189 6.595198 -2.463716 0.04 -0.02 0.01
H 1.783958 5.975295 -1.304865 0.06 -0.10 -0.01
H 4.664065 8.511000 -0.067076 0.01 0.00 0.00
H 4.593137 8.078474 -1.738252 -0.02 -0.04 -0.02
C 5.803453 -3.382140 -0.484470 -0.13 0.00 0.05
O 7.021830 -3.346624 -0.581822 0.06 -0.02 -0.15
N 4.999985 -2.363316 -0.901634 -0.01 -0.03 0.01
N 5.147621 -4.452793 0.053641 0.07 -0.13 -0.01
H 3.996822 -2.381404 -0.827004 0.03 0.07 -0.01
H 5.450766 -1.562289 -1.301083 0.07 -0.03 0.00
H 5.708973 -5.221826 0.372210 0.01 0.01 0.00
H 4.150331 -4.504749 0.145044 -0.01 0.06 -0.01
C -5.147543 2.150895 5.054585 0.03 0.03 0.11
O -5.455982 2.189024 3.873971 -0.03 -0.07 0.13
N -5.811955 1.370975 5.960070 -0.05 -0.07 -0.05
N -4.114092 2.882140 5.566141 -0.01 0.03 -0.11
H -5.576326 1.323924 6.932571 0.02 0.03 0.00
H -6.577050 0.821725 5.616824 -0.01 0.02 0.00
H -3.602764 3.464925 4.929357 0.04 0.00 0.02
H -3.844318 2.864620 6.530695 -0.01 -0.02 0.01
C 8.310470 -7.222954 -1.263746 0.11 0.11 0.01
O 8.834262 -8.222388 -0.800527 -0.07 -0.02 -0.03
N 7.302340 -7.287955 -2.192431 -0.11 -0.10 -0.02
N 8.672413 -5.959980 -0.903762 0.02 -0.02 -0.08
H 6.857839 -6.480643 -2.586045 0.05 0.04 0.03
H 7.006825 -8.200048 -2.483808 0.02 -0.01 0.00
H 9.404324 -5.870284 -0.225164 0.00 -0.01 0.01
H 8.244821 -5.125907 -1.270516 -0.08 0.06 0.21

No. 2
83
Properties=species:S:1:pos:R:3:forces:R:3 method="wB97M-V/def2-TZVPD" fmax_ev_per_a=2.57 gap_ev=6.794 e_tot_ev=-113367.217 e_above_lowest_kj_mol=299.9 charge=0 multiplicity=1 e_homo_ev=-6.35 lumo_energy_ev=0.447
Ti -0.191341 -0.105523 -0.119546 -0.68 0.71 -0.18
O -2.907210 -2.387820 -2.215645 0.03 0.25 -0.27
Cl -2.380080 -1.550616 -1.148806 -0.43 -0.98 -0.40
O -2.298246 -2.370809 0.057299 0.01 0.14 -0.03
O -0.889637 -1.245093 -1.576555 -0.78 -0.84 0.26
O -1.595003 0.335285 0.556245 0.37 -2.03 -1.53
O 1.094956 0.699439 0.992591 0.64 0.35 0.99
N 1.081073 1.021993 2.302101 -0.18 1.04 0.62
C 2.250409 0.783777 2.950098 0.09 -0.14 -0.18
C 2.526142 1.291978 4.171047 0.15 -0.06 0.35
C 1.554799 2.097585 4.810894 0.15 -0.10 0.01
C 0.372112 2.314417 4.194989 -0.04 -0.39 -0.21
C 0.061405 1.785316 2.886812 0.08 0.02 -0.17
S -1.381860 2.111585 2.135223 0.40 1.73 1.28
H 2.945050 0.160877 2.407064 -0.02 0.07 -0.08
H 3.474281 1.068669 4.637485 0.00 -0.02 -0.02
H 1.755734 2.537526 5.779619 0.02 -0.02 -0.02
H -0.392361 2.925322 4.649626 -0.07 -0.01 -0.09
C -1.421929 -1.435791 2.960293 -0.05 0.11 -0.10
O -0.282428 -1.595769 2.121184 -0.14 -0.14 -0.18
C 0.208863 -2.923057 2.085684 0.24 0.14 0.02
C 0.513677 -3.275511 0.645974 -0.09 -0.02 -0.02
O 1.200711 -2.198327 0.016014 0.01 0.08 0.05
C 2.585362 -2.146542 0.339881 0.01 0.08 -0.04
H -2.194733 -2.159420 2.692339 0.03 -0.05 0.03
H -1.808812 -0.438853 2.774880 0.02 0.03 0.06
H -1.138412 -1.540415 4.011859 0.01 -0.05 0.00
H -0.525896 -3.631730 2.475892 0.01 0.01 0.04
H 1.115047 -2.972893 2.702225 -0.05 -0.08 0.09
H -0.416714 -3.401732 0.104608 0.03 -0.03 -0.09
H 1.103751 -4.195112 0.586923 0.02 0.01 -0.03
H 2.831625 -2.839547 1.146269 -0.03 0.00 0.03
H 2.831123 -1.133980 0.648738 0.00 0.00 -0.04
H 3.169746 -2.403118 -0.545196 0.00 -0.01 0.01
C 4.335597 2.349774 -3.367005 -0.05 0.02 0.19
N 3.013587 1.874583 -2.996545 -0.04 0.09 -0.37
C 1.939138 2.591198 -3.677266 0.03 0.00 0.08
P 2.706681 0.342955 -2.457295 -0.07 -0.25 0.48
O 1.497802 0.304987 -1.588072 0.08 -0.02 -0.26
N 2.593165 -0.732895 -3.706815 -0.35 0.23 -0.30
C 3.248865 -0.417719 -4.969382 0.00 -0.08 0.11
C 1.367040 -1.518449 -3.873347 0.16 -0.13 0.07
N 4.063934 -0.088941 -1.617756 0.26 0.28 0.03
C 4.366081 0.712807 -0.437399 -0.05 -0.01 -0.07
C 5.179633 -0.842359 -2.152580 -0.12 -0.06 0.02
H 4.486863 3.357403 -2.971407 0.01 0.01 -0.03
H 4.458233 2.391512 -4.454873 0.00 0.00 -0.01
H 5.108142 1.704794 -2.956916 0.02 0.02 0.00
H 1.936417 3.638166 -3.367753 -0.01 0.00 0.00
H 0.977682 2.164341 -3.411324 -0.06 0.01 -0.02
H 2.061384 2.549950 -4.766082 0.03 0.00 0.00
H 4.131103 0.196632 -4.801543 0.05 -0.04 -0.06
H 2.577727 0.115627 -5.651547 0.00 0.02 0.01
H 3.562908 -1.341564 -5.460075 0.02 0.00 0.00
H 0.823429 -1.569626 -2.937235 -0.02 -0.06 -0.01
H 1.625103 -2.529766 -4.195723 -0.01 0.00 -0.02
H 0.711707 -1.070262 -4.626672 0.01 0.05 0.01
H 3.446541 1.172246 -0.073725 0.02 -0.01 0.08
H 5.096587 1.503479 -0.645278 0.02 -0.02 -0.03
H 4.777996 0.072632 0.347804 -0.01 -0.01 0.00
H 6.027208 -0.201129 -2.425063 0.00 0.02 0.01
H 4.859473 -1.396086 -3.031315 0.03 -0.05 0.01
H 5.533554 -1.558279 -1.405003 0.00 0.00 0.01
C -3.319810 0.791162 -3.538821 0.01 0.02 0.06
N -3.672370 1.456924 -2.286379 0.15 -0.46 0.12
C -4.697647 0.764054 -1.496239 -0.07 0.20 -0.03
C -2.697899 2.192584 -1.651979 0.13 0.43 -0.32
S -1.036577 1.910229 -1.923986 0.11 0.21 -0.26
N -3.123204 3.230753 -0.932287 -0.10 -0.09 0.34
C -2.224760 4.187602 -0.295680 0.06 -0.12 0.05
C -4.534210 3.572418 -0.813620 0.05 0.11 -0.12
H -4.249496 0.511537 -4.035353 -0.01 0.01 0.02
H -2.713100 -0.103336 -3.397945 -0.01 -0.01 0.00
H -2.772503 1.484970 -4.171328 -0.01 -0.01 -0.03
H -4.692253 -0.294525 -1.751975 0.03 -0.01 0.00
H -5.696502 1.157109 -1.701950 -0.01 -0.03 0.02
H -4.484198 0.857479 -0.432571 0.00 -0.03 -0.01
H -1.217082 3.795311 -0.283357 0.02 -0.04 0.03
H -2.542677 4.365390 0.729736 -0.04 0.02 0.00
H -2.245789 5.122896 -0.862037 -0.05 0.00 0.00
H -5.072165 3.253514 -1.702147 0.01 0.03 0.00
H -4.614899 4.654262 -0.722040 0.01 0.00 0.02
H -4.983687 3.114554 0.068584 -0.01 0.01 0.00

No. 3
71
Properties=species:S:1:pos:R:3:forces:R:3 method="wB97M-V/def2-TZVPD" fmax_ev_per_a=7.56 gap_ev="5.499 / 5.037" e_tot_ev=-49352.725 charge=+3 multiplicity=6 e_homo_ev="-14.14 / -18.56" lumo_energy_ev="-8.645 / -13.527"
Ir 0.038874 -0.229142 -0.065981 0.40 -2.45 -1.86
P 2.137056 0.571683 -0.657041 2.45 1.14 0.24
P -2.229372 -0.145262 0.542676 -2.75 0.26 2.39
N -0.332057 1.999860 -0.001334 -0.79 5.33 1.38
C 1.975021 2.381120 -0.784961 0.18 0.14 -0.24
H 2.873747 2.860018 -0.395713 0.00 0.03 -0.03
H 1.925616 2.655969 -1.845979 -0.19 -0.02 0.26
C 0.766823 2.904957 -0.016662 1.16 0.76 -0.11
H 1.011854 3.102195 1.046846 -0.01 -0.23 -0.20
H 0.530056 3.936742 -0.380260 -0.39 -0.73 0.06
C -1.494286 2.538831 0.625177 -1.16 0.48 0.56
H -1.795714 3.555412 0.271555 0.59 -0.51 -0.14
H -1.206513 2.731259 1.678471 -0.08 -0.18 -0.21
C -2.709396 1.626032 0.529349 -0.26 -0.32 -0.18
H -3.287503 1.796758 -0.390449 0.30 0.20 0.24
H -3.375041 1.836065 1.371070 0.02 -0.01 -0.19
C -2.712859 -0.751320 2.270470 0.43 0.00 -0.33
C -2.317354 -2.211935 2.504603 0.59 -0.31 0.32
H -2.186304 -2.382958 3.583221 -0.21 0.01 -0.20
H -1.362746 -2.502733 2.041805 -0.11 0.19 -0.04
H -3.051077 -2.933334 2.151597 -0.09 0.17 0.06
C -3.317372 -1.010272 -0.705869 1.00 -0.28 -0.61
C -3.313285 -2.544744 -0.598470 0.11 -0.03 -0.11
H -3.755890 -2.913327 -1.538174 0.08 0.00 0.43
H -3.924930 -2.905479 0.247094 0.29 0.18 -0.48
H -2.299087 -2.967711 -0.541562 -0.41 0.06 0.09
C 2.587910 -0.044161 -2.357365 -0.83 -0.72 -0.15
C 3.105695 -1.486916 -2.379491 -0.02 -0.26 -0.05
H 3.094686 -1.810829 -3.430405 0.10 0.06 0.31
H 2.462394 -2.189131 -1.833887 0.24 0.15 -0.07
H 4.140345 -1.572321 -2.014285 -0.39 0.08 -0.15
C 3.530135 0.275826 0.518324 0.22 -0.07 0.42
C 3.749603 -1.201530 0.878325 0.00 -0.24 0.16
H 4.388045 -1.263889 1.772844 -0.02 0.10 -0.35
H 4.242461 -1.769917 0.077071 -0.19 0.24 0.34
H 2.813380 -1.710499 1.135492 0.01 -0.01 -0.17
C 0.196176 -2.057619 -0.327953 0.86 -7.49 -0.58
C -4.736987 -0.475925 -0.754689 -0.40 0.36 0.20
H -5.312861 -0.728920 0.141531 0.13 0.07 -0.27
H -4.783867 0.600488 -0.918512 -0.12 -0.06 0.03
H -5.228331 -0.938567 -1.614947 0.04 -0.03 0.08
C 3.534592 0.874418 -3.099798 0.43 0.53 -0.03
H 3.631185 0.501525 -4.121338 -0.01 -0.07 0.04
H 3.162725 1.892930 -3.181941 0.10 0.05 -0.06
H 4.535143 0.897379 -2.658790 -0.20 0.00 -0.11
C 4.846027 0.915898 0.069791 0.44 0.20 -0.02
H 5.545968 0.914972 0.915784 -0.14 -0.09 -0.15
H 5.335303 0.371663 -0.749736 -0.25 0.09 0.26
H 4.739891 1.964731 -0.222479 0.03 -0.16 -0.05
C -4.179513 -0.516156 2.632652 -0.16 0.04 0.12
H -4.867308 -1.213097 2.131356 0.36 0.17 0.19
H -4.288173 -0.658009 3.717324 -0.07 0.01 -0.28
H -4.496492 0.502217 2.403018 -0.13 -0.09 0.11
H -2.077176 -0.136578 2.938271 -0.24 0.01 -0.33
H 3.213467 0.783700 1.451331 -0.10 -0.01 -0.40
H -2.800711 -0.740171 -1.644252 -0.25 -0.10 0.10
H 1.616872 -0.048023 -2.883523 0.25 0.10 0.14
O 0.284620 -3.175181 -0.686433 -0.30 3.67 0.90
H -0.501715 1.314146 -0.809659 -0.07 -0.20 -0.99
H -0.241703 -0.144494 -1.593609 -0.56 -0.09 -1.88
C 0.728847 -0.742895 5.462442 0.07 0.34 0.40
N 1.260650 -1.324932 4.236691 -0.23 -0.59 -1.19
C 2.121519 -2.511328 4.274942 0.37 -0.43 0.23
C 0.870642 -0.875804 3.080302 0.36 0.99 0.16
N 0.582049 -0.273964 2.107156 -0.26 -0.35 1.40
H 1.208997 -1.319096 6.253855 -0.39 0.40 0.23
H -0.371283 -0.844952 5.471327 0.47 0.01 0.09
H 1.011212 0.325122 5.510189 -0.15 -0.44 0.06
H 1.617347 -3.374550 3.792940 0.22 0.44 0.31
H 3.077873 -2.305015 3.748193 -0.58 -0.07 0.31
H 2.288784 -2.679859 5.342009 0.23 -0.41 -0.41